*one*
The following is a quantum chemistry calculation of an isolated ion of composition C4H10NOS and charge -1, from the OMol25 dataset.

## Properties
HOMO-LUMO gap: 6.0 eV
Molecular weight: 120.20 g/mol
E_HOMO: -2.867 eV

Geometry as ORCA input:
```
! RIJCOSX wB97M-V def2-TZVPD def2/J DEFGRID3
* xyz -1 1
S 1.262 -2.690 -0.732
O -0.683 2.916 -0.005
N -1.282 0.563 -1.047
C 0.124 0.605 -0.353
C -0.194 -1.992 0.187
C 0.093 -0.578 0.809
C 0.125 1.939 0.527
H -0.407 -2.924 0.822
H 1.576 -1.336 -0.882
H -0.549 -0.251 1.652
H -0.998 -1.930 -0.614
H -0.063 1.651 1.627
H 1.057 0.592 -0.834
H 1.238 2.279 0.588
H -1.301 1.624 -1.102
H -1.083 0.181 -1.948
H 1.086 -0.648 1.305
*
```

*two*
The following is a quantum chemistry calculation of an isolated ion of composition C4H10NOS and charge -1, from the OMol25 dataset.

## Properties
HOMO-LUMO gap: 6.0 eV
Molecular weight: 120.20 g/mol
E_HOMO: -2.882 eV

Geometry as ORCA input:
```
! RIJCOSX wB97M-V def2-TZVPD def2/J DEFGRID3
* xyz -1 1
S -1.043 1.336 -1.799
O -0.323 0.702 2.395
N 0.879 -1.065 1.151
C -0.669 0.122 -0.386
C 0.702 -1.945 -1.023
C 0.825 0.156 2.120
C 0.664 -0.620 -0.226
H -1.391 -0.654 -0.746
H 1.299 -0.364 3.060
H 0.001 -1.711 -1.854
H 0.051 -1.547 1.502
H -1.197 0.565 0.455
H 1.643 0.806 1.673
H 1.447 0.101 -0.480
H -0.380 1.944 -2.971
H 1.585 -2.119 -1.649
H 0.509 -2.800 -0.374
*
```

Result of the stability comparison: *two* is the least stable of them.

*one*
The following is a quantum chemistry calculation of one molecule with the formula C4H5F2N, from the OMol25 dataset.

## Properties
HOMO-LUMO gap: 10.0 eV
Molecular weight: 105.09 g/mol
E_HOMO: -9.238 eV

Geometry as ORCA input:
```
! RIJCOSX wB97M-V def2-TZVPD def2/J DEFGRID3
* xyz 0 1
F -2.029 0.849 0.791
F -2.576 -0.656 -0.682
N 0.680 0.976 -0.351
C -1.509 -0.164 0.089
C -0.445 -0.985 0.630
C 1.956 0.997 -0.223
C -0.146 -0.142 -0.594
H -0.254 -0.574 -1.590
H -0.622 -1.997 0.468
H -0.077 -0.580 1.530
H 2.671 0.176 -0.080
H 2.352 2.100 0.010
*
```

*two*
The following is a quantum chemistry calculation of a 2-piece molecular cluster, C4H5F2N overall, from the OMol25 dataset.

## Properties
HOMO-LUMO gap: 9.1 eV
Molecular weight: 105.09 g/mol
E_HOMO: -8.878 eV

Geometry as ORCA input:
```
! RIJCOSX wB97M-V def2-TZVPD def2/J DEFGRID3
* xyz 0 1
F -2.415 -0.497 -1.150
F -0.914 -0.084 -2.585
N 0.430 0.203 1.044
C -1.336 0.249 -1.357
C 0.254 -0.363 -0.169
C 1.148 -1.019 -0.914
C -0.439 0.665 1.846
H 1.042 -1.184 -2.059
H -1.529 0.575 1.718
H 2.069 -1.334 -0.362
H -0.135 1.053 2.762
H -1.431 1.232 -1.124
*
```

Result of the stability comparison: *two* is the least stable of them.

*one*
The following is a quantum chemistry calculation of C46H37BMoN10O2P2S5 as an isolated structure, from the OMol25 dataset.

## Properties
HOMO-LUMO gap (alpha / beta): 6.6 / 7.0 eV
Molecular weight: 1090.90 g/mol
E_HOMO (alpha / beta): -7.213 / -7.512 eV
Expectation value of S²: 2.033

Geometry as ORCA input:
```
! RIJCOSX wB97M-V def2-TZVPD def2/J DEFGRID3
* xyz 0 3
Mo -0.455 0.548 0.701
S 1.015 2.071 2.119
S -0.564 2.687 -0.448
S -2.914 1.000 0.001
S -3.249 3.998 0.745
S -4.655 5.888 2.579
P 1.332 -2.804 -2.565
P 1.554 0.298 -2.592
O 1.038 -2.712 -1.126
O 0.900 0.353 -1.248
N -4.840 3.167 2.535
N -1.226 0.227 2.608
N 3.917 4.262 1.587
N 1.136 -0.683 1.305
N -1.237 -2.363 1.197
N 0.978 -1.782 2.058
N -1.325 -1.370 0.299
N 1.843 5.078 -1.965
N -1.056 -0.960 3.229
N -4.372 2.037 1.934
C 5.686 -4.024 -3.280
C 1.448 4.375 -1.144
C -1.930 0.424 4.714
C 3.953 -3.187 -1.842
C 2.160 -2.385 2.236
C -0.836 2.910 -4.532
C -7.511 3.598 5.093
C 5.280 -3.532 -2.047
C -5.577 1.761 4.350
C 1.657 3.200 0.975
C -6.698 3.869 4.003
C 2.893 3.818 1.306
C 4.763 -4.198 -4.303
C 0.020 -3.745 -4.878
C -0.850 -4.590 -5.549
C 1.104 -1.220 -3.505
C 1.906 2.449 -4.379
C -1.460 -5.636 -4.874
C 5.592 -0.199 -3.122
C -0.311 -5.010 -2.859
C 3.353 0.406 -2.491
C -1.748 1.074 3.497
C -7.365 2.423 5.811
C 3.124 -1.646 1.575
C 6.098 0.763 -2.260
C -4.363 4.358 2.055
C 2.429 -0.581 1.009
C -5.714 2.956 3.642
C -1.180 -5.854 -3.533
C -1.473 -0.863 4.498
C -0.356 1.848 -3.786
C 5.233 1.564 -1.524
C 1.418 3.500 -5.139
C -1.919 -3.430 0.764
C -3.540 2.270 0.986
C 3.866 1.391 -1.647
C 0.275 -3.937 -3.520
C 3.436 -3.854 -4.103
C 4.222 -0.376 -3.243
C 0.977 3.465 -0.166
C 1.018 1.629 -3.691
C -2.488 -3.115 -0.454
C 3.036 -3.330 -2.877
C -2.079 -1.809 -0.705
C -6.402 1.501 5.429
C 0.055 3.740 -5.199
B -0.439 -2.172 2.494
H -0.452 -3.149 3.171
H 3.183 2.038 -1.106
H 6.266 -0.814 -3.704
H -1.950 -4.334 1.346
H 6.724 -4.279 -3.447
H -6.832 4.776 3.440
H -2.344 0.838 5.615
H 2.971 2.270 -4.312
H -0.316 4.586 -5.762
H 2.706 -3.999 -4.889
H -6.289 0.574 5.976
H 6.001 -3.410 -1.249
H -0.086 -5.169 -1.813
H -8.008 2.220 6.658
H 3.610 -2.807 -0.886
H 2.105 4.149 -5.663
H -2.309 -1.177 -1.547
H -1.053 -4.423 -6.599
H 2.810 0.243 0.437
H -8.268 4.317 5.378
H 3.842 -1.122 -3.927
H 2.241 -3.288 2.815
H -1.411 -1.710 5.159
H 0.033 -1.120 -3.706
H 4.181 -1.833 1.515
H -1.952 2.099 3.240
H 5.075 -4.598 -5.258
H 0.484 -2.930 -5.417
H 5.623 2.326 -0.863
H -1.899 3.107 -4.578
H 7.168 0.898 -2.170
H 1.638 -1.235 -4.456
H -2.156 -6.278 -5.398
H -3.107 -3.738 -1.072
H -1.645 -6.682 -3.014
H -4.831 1.049 4.033
H -1.040 1.198 -3.255
*
```

*two*
The following is a quantum chemistry calculation of C46H37BMoN10O2P2S5 as an isolated structure, from the OMol25 dataset.

## Properties
HOMO-LUMO gap (alpha / beta): 6.9 / 6.7 eV
Molecular weight: 1090.90 g/mol
E_HOMO (alpha / beta): -7.243 / -7.595 eV
Expectation value of S²: 2.022

Geometry as ORCA input:
```
! RIJCOSX wB97M-V def2-TZVPD def2/J DEFGRID3
* xyz 0 3
Mo -1.060 -1.064 -1.916
S -1.767 -1.523 0.397
S -2.380 0.970 -1.438
S -0.588 3.667 -5.949
S 1.080 0.273 -1.624
S 0.880 2.593 -3.638
P 0.583 2.346 2.072
P 2.550 -0.076 1.997
O 1.839 -0.781 0.901
O -0.289 1.783 1.023
N -0.695 0.609 -3.477
N -0.732 -3.246 -4.132
N -4.514 2.770 1.011
N -2.898 -2.099 -2.412
N -0.210 -2.073 -3.710
N -2.904 -3.363 -2.890
N -1.184 1.389 -4.533
N -0.315 -2.984 -1.306
N -4.200 -0.751 3.056
N -0.754 -4.134 -1.861
C 1.041 -1.595 3.716
C 2.917 -0.476 4.743
C -1.091 1.581 6.261
C 6.654 0.348 1.832
C -0.209 -3.573 -5.320
C 1.517 -1.926 6.048
C 0.812 4.139 1.915
C 0.591 5.056 2.937
C 0.686 -2.586 -5.690
C -1.804 1.231 5.124
C 1.176 6.857 1.451
C 0.718 2.398 4.899
C -3.901 1.885 0.603
C -2.346 0.936 -5.245
C 4.744 -1.662 1.855
C -0.150 -5.169 -1.264
C -4.604 -0.061 -6.573
C 1.386 5.945 0.424
C -5.015 -2.787 -2.594
C -2.933 -0.322 0.849
C -0.455 2.518 -4.783
C -3.119 0.794 0.113
C -4.270 1.280 -6.649
C 2.327 1.743 1.975
C 7.044 -0.981 1.787
C -4.166 -3.798 -3.003
C 1.202 4.592 0.653
C -3.158 1.787 -5.993
C -3.797 -0.909 -5.831
C 0.168 2.161 6.148
C -3.635 -0.542 2.074
C 4.346 -0.324 1.906
C 0.702 -4.683 -0.288
C 5.306 0.679 1.891
C 2.130 -0.736 3.622
C 0.653 -1.670 -4.642
C 0.004 2.049 3.753
C 0.566 -3.297 -0.353
C -2.679 -0.414 -5.182
C 0.777 6.413 2.702
C 0.381 1.100 -2.924
C 0.730 -2.184 4.934
C -4.170 -1.740 -2.232
C -1.252 1.468 3.873
C 6.087 -1.990 1.797
C 2.610 -1.073 5.953
B -1.586 -4.097 -3.164
H -4.422 -0.756 -1.875
H 1.340 -5.245 0.371
H 1.338 3.875 -0.150
H 0.719 2.435 7.039
H -4.379 -4.794 -3.357
H 0.440 -1.789 2.832
H 1.280 -2.534 -6.586
H 1.230 -0.769 -4.524
H 0.603 7.124 3.500
H 3.982 -2.434 1.858
H 2.924 2.224 2.753
H 6.393 -3.028 1.766
H 3.778 0.179 4.659
H 2.683 2.048 0.987
H -5.476 -0.442 -7.089
H -2.056 -1.092 -4.637
H 1.701 2.850 4.817
H 1.313 7.916 1.272
H -0.127 -2.841 5.012
H 1.278 -2.392 6.996
H -2.933 2.834 -6.067
H 8.096 -1.234 1.744
H -6.090 -2.805 -2.555
H -4.885 1.956 -7.229
H 0.258 4.718 3.909
H -0.359 -6.178 -1.579
H -1.783 1.207 2.966
H 5.016 1.723 1.916
H 1.686 6.294 -0.557
H -0.501 -4.480 -5.823
H -2.785 0.778 5.193
H -4.024 -1.965 -5.754
H -1.513 1.398 7.241
H 7.398 1.135 1.822
H 3.222 -0.878 6.825
H 1.054 -2.517 0.220
H -1.780 -5.194 -3.596
*
```

Result of the stability comparison: *one* is the least stable of them.